(1)
Formula: C10H22B2F8LiO3
Source: the Open Molecules 2025 dataset
Level of theory: ωB97M-V/def2-TZVPD

The LUMO energy comes out at 2.146 eV. Its total charge is -1. Its spin multiplicity is 1. The calculation puts the largest force on an atom at 3.759 eV/Å. The energy above the lowest of the compared OMol25 structures with the same formula, charge and spin is 0.000 eV.

Cartesian coordinates (Å):
Li  -0.09  -0.52  0.21
B  0.19  -3.15  0.82
F  -0.34  -4.42  1.00
F  -0.87  -2.32  0.65
F  0.80  -2.78  1.99
F  1.06  -3.15  -0.26
B  0.57  -1.05  -2.71
F  0.48  -0.37  -3.88
F  -0.40  -1.95  -2.53
F  1.82  -1.63  -2.90
F  0.54  -0.07  -1.75
C  4.27  0.50  0.71
C  3.99  -0.12  2.07
C  2.55  -0.20  2.17
O  2.08  -0.32  0.74
C  3.23  -0.22  -0.12
H  5.27  0.22  0.39
H  4.10  1.58  0.66
H  4.40  0.35  2.97
H  4.43  -1.09  1.85
H  2.26  0.76  2.60
H  2.21  -1.00  2.83
H  2.94  0.29  -1.04
H  3.54  -1.24  -0.33
C  -3.36  0.78  -2.44
C  -4.23  -0.28  -1.93
C  -3.42  -1.02  -0.85
O  -2.25  -0.22  -0.72
C  -2.50  1.08  -1.22
H  -3.93  1.65  -2.76
H  -2.71  0.36  -3.21
H  -4.34  -0.95  -2.79
H  -5.21  0.06  -1.59
H  -3.05  -2.01  -1.13
H  -3.69  -1.16  0.20
H  -1.55  1.59  -1.34
H  -3.06  1.78  -0.61
C  -0.18  3.02  1.06
C  -0.99  2.07  1.92
O  -0.75  0.72  1.60
H  0.88  2.80  1.09
H  -0.33  4.02  1.46
H  -0.46  2.94  0.01
H  -2.04  2.18  1.67
H  -0.89  2.16  3.01
H  -0.97  0.30  2.43

Löwdin population analysis, charges in e, atoms 1 to 2:
1. Li 0.69
2. B -1.40

(2)
Formula: C10H22BCl6FKLi2O9SV
Source: the Open Molecules 2025 dataset
Level of theory: ωB97M-V/def2-TZVPD

The LUMO energy comes out at -3.414 eV. Its spin multiplicity is 1. The calculation puts the largest force on an atom at 5.728 eV/Å.

Cartesian coordinates (Å):
C  2.25  -0.06  -0.69
C  0.98  -0.79  -1.08
C  0.99  -1.55  -2.41
C  2.12  -2.48  -2.59
S  0.87  -0.38  -3.92
B  2.58  0.21  -4.24
O  3.53  -0.66  -4.55
O  2.81  1.54  -4.26
H  2.12  1.00  -0.67
H  3.07  -0.29  -1.34
H  2.55  -0.32  0.29
H  0.75  -1.46  -0.29
H  0.19  -0.12  -1.17
H  0.09  -2.13  -2.42
H  2.10  -2.91  -3.57
H  2.01  -3.26  -1.88
H  3.08  -2.03  -2.48
H  0.23  1.17  -3.71
H  4.37  -0.25  -4.33
H  2.47  2.03  -3.51
F  -1.57  -2.81  -2.22
O  -0.32  2.09  -2.86
H  -0.47  2.85  -3.45
K  -1.23  1.38  -1.11
Li  -2.50  -4.05  -2.24
C  5.41  2.31  -6.07
Cl  6.62  3.64  -6.44
Cl  4.66  1.75  -7.53
Cl  6.21  1.04  -5.20
H  4.66  2.75  -5.43
C  -1.22  4.60  1.91
O  -0.67  5.52  2.44
O  -2.40  5.01  0.92
O  -1.24  3.37  1.99
Li  7.04  4.39  -8.62
C  -1.64  1.21  5.60
Cl  -1.40  0.41  4.05
Cl  -2.72  2.57  5.47
Cl  -2.24  -0.02  6.72
H  -0.68  1.57  5.96
O  -1.80  6.84  -3.06
V  -1.86  6.73  -1.51
O  -2.00  5.99  0.13
C  -4.23  -5.49  6.36
C  -4.11  -4.09  5.69
C  -4.62  -3.05  6.72
O  -4.81  -4.05  4.53
H  -5.28  -5.68  6.57
H  -3.85  -6.25  5.68
H  -3.67  -5.54  7.30
H  -3.01  -3.90  5.57
H  -5.66  -3.23  6.96
H  -4.52  -2.05  6.31
H  -4.04  -3.10  7.66

Löwdin population analysis, charges in e, atoms 1 to 2:
1. C -0.05
2. C -0.25

(3)
Formula: C10H22BINO7P
Source: the Open Molecules 2025 dataset
Level of theory: ωB97M-V/def2-TZVPD

The LUMO energy comes out at 0.078 eV. Its spin multiplicity is 1. The calculation puts the largest force on an atom at 0.558 eV/Å.

Cartesian coordinates (Å):
C  0.42  -3.55  0.99
O  1.72  -3.00  1.06
C  2.14  -2.24  -0.05
C  2.93  -1.02  0.42
C  2.41  -0.36  1.70
C  0.96  0.01  1.81
O  0.44  0.42  2.80
O  0.26  -0.14  0.63
C  -0.55  0.92  0.11
C  -1.97  0.97  0.71
C  -2.70  -0.38  0.60
C  -4.14  -0.23  0.11
I  -2.70  -1.42  2.48
B  -0.62  0.62  -1.48
O  -1.72  1.00  -2.21
O  0.44  -0.01  -2.06
C  1.04  0.54  -3.24
P  0.24  2.57  0.22
N  1.75  2.59  -0.11
O  -0.11  3.07  1.70
O  -0.76  3.46  -0.68
H  0.46  -4.60  0.68
H  -0.04  -3.49  1.97
H  -0.21  -2.99  0.28
H  2.80  -2.85  -0.68
H  1.29  -1.94  -0.66
H  2.98  -0.29  -0.39
H  3.95  -1.34  0.63
H  2.62  -1.00  2.56
H  2.94  0.58  1.87
H  -2.53  1.73  0.17
H  -1.91  1.29  1.75
H  -2.15  -1.04  -0.08
H  -4.19  -0.35  -0.97
H  -4.81  -0.96  0.55
H  -4.53  0.76  0.36
H  -2.17  0.29  -2.67
H  0.67  1.55  -3.45
H  2.11  0.59  -3.06
H  0.84  -0.09  -4.10
H  2.07  3.19  -0.85
H  0.70  3.42  2.10
H  -0.36  3.71  -1.52

Löwdin population analysis, charges in e, atoms 1 to 2:
1. C -0.11
2. O -0.18

(4)
Formula: C10H22Br12N3OP
Source: the Open Molecules 2025 dataset
Level of theory: ωB97M-V/def2-TZVPD

The LUMO energy (alpha / beta) comes out at -2.827 / -7.426 eV. Its total charge is +1. Its spin multiplicity is 2. The calculation puts the largest force on an atom at 3.801 eV/Å.

Cartesian coordinates (Å):
O  -30.05  -35.06  33.73
P  -29.86  -34.12  34.80
N  -28.42  -33.27  34.48
C  -27.37  -33.96  33.76
C  -28.00  -32.00  35.02
N  -29.51  -34.73  36.31
C  -30.49  -35.69  36.86
C  -28.78  -34.12  37.30
N  -31.08  -32.93  34.88
C  -31.65  -32.31  33.68
C  -31.42  -32.26  36.05
H  -27.13  -33.58  32.77
H  -27.56  -35.03  33.69
H  -26.42  -33.78  34.27
H  -27.00  -31.69  34.73
H  -28.08  -32.02  36.11
H  -28.67  -31.23  34.65
H  -31.12  -35.22  37.61
H  -31.17  -36.12  36.12
H  -29.90  -36.50  37.29
H  -28.48  -34.82  38.09
H  -27.84  -33.94  36.80
H  -29.21  -33.26  37.82
H  -32.73  -32.27  33.86
H  -31.18  -31.40  33.31
H  -31.58  -33.08  32.91
H  -31.27  -32.84  36.96
H  -32.47  -31.97  36.01
H  -30.74  -31.41  36.03
C  -35.14  -28.97  35.08
Br  -36.95  -28.26  34.66
Br  -34.46  -30.17  33.70
Br  -35.26  -29.99  36.77
H  -34.39  -28.21  35.26
C  -34.68  -27.84  30.41
Br  -35.93  -26.47  31.19
Br  -33.08  -26.85  29.64
Br  -35.43  -28.90  28.93
H  -34.43  -28.50  31.24
C  -38.90  -31.19  33.79
Br  -37.26  -32.33  34.14
Br  -40.59  -32.14  34.32
Br  -38.89  -30.68  31.90
H  -38.91  -30.23  34.31
C  -32.50  -27.51  37.75
Br  -33.61  -25.91  37.24
Br  -31.04  -27.06  39.04
Br  -31.78  -28.45  36.17
H  -33.16  -28.21  38.27

Löwdin population analysis, charges in e, atoms 1 to 2:
1. O -0.20
2. P 0.55

(5)
Formula: C10H22Cl3CuN
Source: the Open Molecules 2025 dataset
Level of theory: ωB97M-V/def2-TZVPD

The LUMO energy (alpha / beta) comes out at -9.683 / -10.352 eV. Its total charge is +2. Its spin multiplicity is 2. The calculation puts the largest force on an atom at 3.381 eV/Å.

Cartesian coordinates (Å):
Cu  -0.92  -7.06  -0.11
C  1.32  2.92  2.63
C  1.48  1.51  1.94
C  0.60  1.38  0.67
C  1.10  0.13  -0.11
N  0.62  0.14  -1.58
C  1.31  1.29  -2.33
C  1.45  0.79  -3.82
C  1.22  -0.73  -3.69
C  1.20  -1.10  -2.27
C  -0.99  0.22  -1.77
H  0.31  2.90  3.06
H  1.52  3.78  2.01
H  1.97  3.06  3.49
H  1.18  0.69  2.59
H  2.54  1.37  1.74
H  0.49  2.19  -0.05
H  -0.41  1.17  1.03
H  0.78  -0.84  0.27
H  2.19  0.02  -0.17
H  0.85  2.27  -2.22
H  2.30  1.48  -1.92
H  0.69  1.28  -4.42
H  2.44  0.94  -4.25
H  0.20  -0.85  -4.06
H  1.74  -1.31  -4.45
H  0.61  -2.00  -2.08
H  2.21  -1.30  -1.93
H  -1.27  0.07  -2.81
H  -1.18  1.27  -1.58
H  -1.40  -0.44  -1.01
Cl  -2.68  -4.05  1.16
C  -4.73  -2.30  5.04
Cl  -3.20  -1.68  5.66
Cl  -5.94  -2.10  6.39
H  -4.94  -1.72  4.14
H  -4.66  -3.37  4.82

Löwdin population analysis, charges in e, atoms 1 to 2:
1. Cu 0.92
2. C -0.08

(6)
Formula: C10H22Cl3N3O3
Source: the Open Molecules 2025 dataset
Level of theory: ωB97M-V/def2-TZVPD

The LUMO energy (alpha / beta) comes out at 2.262 / 2.226 eV. Its total charge is -1. Its spin multiplicity is 2. The calculation puts the largest force on an atom at 3.465 eV/Å. The energy above the lowest of the compared OMol25 structures with the same formula, charge and spin is 0.534 eV.

Cartesian coordinates (Å):
C  -0.93  2.65  3.45
O  -0.72  1.70  2.70
N  -2.12  3.19  3.67
C  -2.29  4.39  4.58
C  -3.34  2.86  2.95
H  -0.07  3.16  3.91
H  -3.07  4.23  5.32
H  -2.51  5.35  4.12
H  -1.37  4.43  5.15
H  -4.24  2.51  3.46
H  -3.57  3.76  2.38
H  -3.09  2.21  2.11
C  -0.67  -1.18  -3.90
O  0.15  -2.09  -3.57
N  -1.91  -0.94  -3.38
C  -2.97  -0.13  -4.02
C  -2.54  -1.94  -2.42
H  -0.40  -0.39  -4.63
H  -3.72  0.20  -3.30
H  -3.40  -0.63  -4.89
H  -2.57  0.78  -4.45
H  -2.96  -1.41  -1.57
H  -3.20  -2.68  -2.87
H  -1.64  -2.43  -2.03
C  2.62  -0.66  1.15
O  3.77  -0.90  1.52
N  1.88  -1.10  0.09
C  0.65  -0.39  -0.23
C  2.41  -2.08  -0.90
H  2.07  0.09  1.72
H  0.86  0.41  -0.94
H  0.06  0.09  0.54
H  -0.15  -0.99  -0.65
H  2.42  -1.47  -1.80
H  3.39  -2.45  -0.61
H  1.79  -2.97  -1.02
C  6.19  -2.96  -0.26
Cl  6.20  -4.66  0.40
Cl  5.78  -3.07  -1.98
Cl  7.76  -2.11  -0.05
H  5.45  -2.37  0.28

Löwdin population analysis, charges in e, atoms 1 to 2:
1. C -0.41
2. O -0.02

> Which value of spin multiplicity does entry 4 give?

2